The following is a quantum chemistry calculation of a cluster of 12 separate species, C77H66BClF11NO4 in total in a non-equilibrium geometry, from the OMol25 dataset.

Each atom is followed by the atoms it is bonded to, with distances in Å.
Cartesian coordinates (Å):
1 Cl -3.00 -1.19 4.69  C41 1.866
2 F 0.77 -3.05 4.90  C74 1.340
3 F 7.68 0.70 -3.63  C23 1.340
4 F -0.48 -3.87 14.62  C56 1.340
5 F -2.21 6.28 3.40  C62 1.340
6 F -3.38 3.98 -6.19  C47 1.340
7 F -7.67 -3.36 -3.21  C73 1.340
8 F 6.64 1.43 -7.96  C77 1.340
9 F -8.05 -0.35 1.66  C67 1.340
10 F 3.86 -1.96 -2.41  C24 1.340
11 F -2.14 -6.93 10.11  C27 1.340
12 F 8.82 -5.30 -6.83  C66 1.340
13 O 1.87 4.77 0.82  B95 1.503, H151 1.002
14 O 1.26 1.14 1.04  C33 1.337
15 O -0.54 5.33 1.40  B95 1.493, H98 1.016
16 O -1.92 4.38 -1.18  C36 1.335
17 N 0.03 3.16 -0.06  C33 1.527, C36 1.538, B95 1.518
18 C 8.79 -3.25 -7.99  C34 1.395, C66 1.391, H115 1.085
19 C -2.06 -6.72 13.03  C54 1.396, C71 1.395, H154 1.087
20 C -8.13 -2.24 -5.24  C39 1.395, C73 1.390, H148 1.085
21 C 4.88 2.96 -8.30  C77 1.390, C86 1.395, H155 1.085
22 C 8.10 -1.97 -5.60  C37 1.396, C42 1.395, H101 1.087
23 C 8.78 1.20 -4.21  F3 1.340, C30 1.390, C78 1.391
24 C 3.95 -0.63 -2.26  F10 1.340, C35 1.391, C93 1.390
25 C -8.77 -4.55 -4.93  C31 1.395, C73 1.391, H153 1.085
26 C 1.75 -1.54 3.37  C28 1.395, C74 1.390, H139 1.085
27 C -1.60 -6.33 9.05  F11 1.340, C63 1.390, C92 1.391
28 C 2.90 -1.01 2.78  C26 1.395, C80 1.396, H96 1.087
29 C -4.53 0.51 0.85  C48 1.672, C69 1.673, H141 1.186
30 C 8.66 2.21 -5.16  C23 1.390, C68 1.395, H106 1.085
31 C -9.31 -4.58 -6.21  C25 1.395, C88 1.397, H142 1.087
32 C -8.51 0.77 -0.36  C61 1.395, C67 1.390, H111 1.085
33 C 0.18 1.81 0.64  O14 1.337, N17 1.527, C70 1.639
34 C 8.59 -1.87 -7.97  C18 1.395, C37 1.397, H123 1.087
35 C 2.95 0.06 -1.59  C24 1.391, C45 1.395, H107 1.085
36 C -1.44 3.38 -0.45  O16 1.335, N17 1.538, C94 1.639
37 C 8.25 -1.23 -6.78  C22 1.396, C34 1.397, H128 1.088
38 C 3.12 -3.04 4.68  C65 1.395, C74 1.391, H160 1.085
39 C -8.67 -2.27 -6.53  C20 1.395, C88 1.396, H117 1.087
40 C -2.74 8.23 4.61  C62 1.390, C89 1.395, H136 1.085
41 C -3.29 -2.56 3.46  Cl1 1.866, C49 1.640, C81 1.645, H131 1.194
42 C 8.28 -3.35 -5.62  C22 1.395, C66 1.390, H146 1.085
43 C -1.20 5.73 -3.89  C51 1.397, C79 1.395, H149 1.087
44 C -1.51 -5.76 15.60  C56 1.391, C84 1.395, H100 1.085
45 C 3.05 1.44 -1.44  C35 1.395, C90 1.397, H140 1.087
46 C -2.44 9.71 2.26  C82 1.395, C83 1.397, H125 1.087
47 C -2.39 4.75 -5.74  F6 1.340, C76 1.390, C79 1.391
48 C -4.01 1.93 0.15  C29 1.672, C94 1.639, H110 1.171
49 C -4.08 -1.99 2.14  C41 1.640, C69 1.643, H132 1.179, H145 1.177
50 C -9.69 -1.57 -1.33  C59 1.397, C91 1.395, H116 1.087
51 C -0.32 6.34 -4.79  C43 1.397, C55 1.396, H103 1.088
52 C -0.48 -5.08 6.83  C57 1.397, C87 1.396, H152 1.088
53 C 5.16 1.42 -2.64  C90 1.396, C93 1.395, H138 1.087
54 C -2.46 -7.45 14.16  C19 1.396, C84 1.397, H126 1.088
55 C -0.48 6.15 -6.16  C51 1.396, C76 1.395, H121 1.087
56 C -1.13 -5.04 14.47  F4 1.340, C44 1.391, C71 1.390
57 C -0.67 -6.47 6.83  C52 1.397, C92 1.395, H114 1.087
58 C 4.49 0.83 -7.22  C72 1.395, C77 1.391, H147 1.085
59 C -9.63 -0.43 -2.13  C50 1.397, C61 1.396, H109 1.088
60 C 11.06 2.24 -5.40  C68 1.396, C85 1.397, H134 1.088
61 C -9.04 0.74 -1.65  C32 1.395, C59 1.396, H159 1.087
62 C -2.40 7.60 3.42  F5 1.340, C40 1.390, C82 1.391
63 C -1.43 -4.95 9.05  C27 1.390, C87 1.395, H104 1.085
64 C -1.82 -0.26 1.51  C69 1.672, C70 1.639, H122 1.170
65 C 4.27 -2.52 4.08  C38 1.395, C80 1.397, H130 1.087
66 C 8.63 -3.98 -6.82  F12 1.340, C18 1.391, C42 1.390
67 C -8.56 -0.37 0.43  F9 1.340, C32 1.390, C91 1.391
68 C 9.81 2.74 -5.75  C30 1.395, C60 1.396, H137 1.087
69 C -3.46 -0.60 1.52  C29 1.673, C49 1.643, C64 1.672
70 C -1.31 1.14 0.82  C33 1.639, C64 1.639, C94 1.639
71 C -1.40 -5.51 13.19  C19 1.395, C56 1.390, H124 1.085
72 C 3.14 1.15 -7.08  C58 1.395, C75 1.397, H112 1.087
73 C -8.19 -3.38 -4.45  F7 1.340, C20 1.390, C25 1.391
74 C 1.87 -2.55 4.32  F2 1.340, C26 1.390, C38 1.391
75 C 2.66 2.38 -7.56  C72 1.397, C86 1.396, H108 1.088
76 C -1.51 5.35 -6.64  C47 1.390, C55 1.395, H135 1.085
77 C 5.35 1.74 -7.83  F8 1.340, C21 1.390, C58 1.391
78 C 10.03 0.71 -3.84  C23 1.391, C85 1.395, H157 1.085
79 C -2.24 4.93 -4.37  C43 1.395, C47 1.391, H144 1.085
80 C 4.15 -1.50 3.13  C28 1.396, C65 1.397, H158 1.088
81 C -1.93 -3.43 3.13  C41 1.645, H113 1.194, H118 1.175, H143 1.194
82 C -2.24 8.33 2.25  C46 1.395, C62 1.391, H102 1.085
83 C -2.78 10.35 3.46  C46 1.397, C89 1.396, H119 1.088
84 C -2.18 -6.97 15.44  C44 1.395, C54 1.397, H97 1.087
85 C 11.18 1.22 -4.45  C60 1.397, C78 1.395, H156 1.087
86 C 3.53 3.28 -8.17  C21 1.395, C75 1.396, H105 1.087
87 C -0.86 -4.32 7.94  C52 1.396, C63 1.395, H120 1.087
88 C -9.26 -3.43 -7.01  C31 1.397, C39 1.396, H99 1.088
89 C -2.93 9.61 4.63  C40 1.395, C83 1.396, H161 1.087
90 C 4.16 2.12 -1.96  C45 1.397, C53 1.396, H127 1.088
91 C -9.14 -1.54 -0.05  C50 1.395, C67 1.391, H150 1.085
92 C -1.22 -7.09 7.95  C27 1.391, C57 1.395, H129 1.085
93 C 5.06 0.04 -2.78  C24 1.390, C53 1.395, H133 1.085
94 C -2.39 2.18 0.15  C36 1.639, C48 1.639, C70 1.639
95 B 0.42 4.40 0.73  O13 1.503, O15 1.493, N17 1.518
96 H 2.81 -0.22 2.04  C28 1.087
97 H -2.49 -7.53 16.32  C84 1.087
98 H -0.48 5.23 2.41  O15 1.016
99 H -9.68 -3.46 -8.01  C88 1.088
100 H -1.28 -5.37 16.58  C44 1.085
101 H 7.83 -1.47 -4.68  C22 1.087
102 H -1.96 7.82 1.33  C82 1.085
103 H 0.49 6.96 -4.41  C51 1.088
104 H -1.74 -4.37 9.92  C63 1.085
105 H 3.16 4.23 -8.54  C86 1.087
106 H 7.67 2.57 -5.43  C30 1.085
107 H 2.10 -0.48 -1.20  C35 1.085
108 H 1.61 2.62 -7.45  C75 1.088
109 H -10.05 -0.45 -3.14  C59 1.088
110 H -4.72 2.71 -0.35  C48 1.171
111 H -8.05 1.67 0.03  C32 1.085
112 H 2.46 0.45 -6.61  C72 1.087
113 H -1.83 -4.23 4.01  C81 1.194
114 H -0.37 -7.06 5.97  C57 1.087
115 H 9.06 -3.76 -8.91  C18 1.085
116 H -10.15 -2.48 -1.71  C50 1.087
117 H -8.62 -1.38 -7.15  C39 1.087
118 H -1.98 -4.05 2.14  C81 1.175
119 H -2.93 11.43 3.47  C83 1.088
120 H -0.72 -3.25 7.94  C87 1.087
121 H 0.20 6.63 -6.86  C55 1.087
122 H -1.05 -1.00 1.96  C64 1.170
123 H 8.70 -1.29 -8.89  C34 1.087
124 H -1.10 -4.93 12.33  C71 1.085
125 H -2.32 10.29 1.35  C46 1.087
126 H -2.98 -8.40 14.04  C54 1.088
127 H 4.23 3.20 -1.84  C90 1.088
128 H 8.10 -0.15 -6.77  C37 1.088
129 H -1.36 -8.17 7.97  C92 1.085
130 H 5.25 -2.91 4.35  C65 1.087
131 H -4.04 -3.31 4.00  C41 1.194
132 H -5.21 -1.83 2.41  C49 1.179
133 H 5.83 -0.53 -3.30  C93 1.085
134 H 11.96 2.65 -5.86  C60 1.088
135 H -1.65 5.18 -7.70  C76 1.085
136 H -2.87 7.64 5.51  C40 1.085
137 H 9.72 3.53 -6.49  C68 1.087
138 H 6.01 1.95 -3.05  C53 1.087
139 H 0.76 -1.17 3.10  C26 1.085
140 H 2.28 1.99 -0.91  C45 1.087
141 H -5.70 0.34 0.85  C29 1.186
142 H -9.78 -5.49 -6.59  C31 1.087
143 H -0.93 -2.78 3.21  C81 1.194
144 H -2.93 4.46 -3.68  C79 1.085
145 H -4.03 -2.79 1.28  C49 1.177
146 H 8.16 -3.94 -4.72  C42 1.085
147 H 4.87 -0.12 -6.87  C58 1.085
148 H -7.68 -1.34 -4.84  C20 1.085
149 H -1.07 5.87 -2.82  C43 1.087
150 H -9.17 -2.43 0.58  C91 1.085
151 H 2.04 5.05 1.77  O13 1.002
152 H -0.05 -4.60 5.96  C52 1.088
153 H -8.80 -5.44 -4.29  C25 1.085
154 H -2.28 -7.10 12.04  C19 1.087
155 H 5.58 3.66 -8.76  C21 1.085
156 H 12.16 0.84 -4.18  C85 1.087
157 H 10.10 -0.08 -3.10  C78 1.085
158 H 5.05 -1.10 2.66  C80 1.088
159 H -9.00 1.63 -2.28  C61 1.087
160 H 3.19 -3.83 5.43  C38 1.085
161 H -3.20 10.11 5.56  C89 1.087

- Electronic energy: -133681.9255 eV
- Max |F|: 8.52 eV/Å
- Structure (SMILES): C[C@@H](Cl)Cc1ccc2c(c1)C(=O)N(B(O)O)C2=O.Fc1ccccc1.Fc1ccccc1.Fc1ccccc1.Fc1ccccc1.Fc1ccccc1.Fc1ccccc1.Fc1ccccc1.Fc1ccccc1.Fc1ccccc1.Fc1ccccc1.Fc1ccccc1
- HOMO level: -8.79 eV
- HOMO-LUMO gap: 7.180 eV